# C4H11N2O

A 2-piece molecular cluster, C4H11N2O overall (ωB97M-V with the def2-TZVPD basis set, the OMol25 dataset).

Positions of all 18 atoms, in Å:
C1 -0.36 1.04 -0.80
N1 -0.82 -0.38 -0.45
C2 -0.92 2.01 0.41
C3 -0.51 1.50 1.79
N2 -0.14 2.78 -0.27
C4 1.33 -2.80 -0.90
O1 1.51 -1.47 -1.10
H1 -0.93 1.25 -1.71
H2 0.70 0.91 -0.93
H3 0.04 -0.91 -0.82
H4 -0.64 -0.49 0.55
H5 -2.00 2.18 0.32
H6 -0.28 2.33 2.47
H7 0.40 0.93 1.69
H8 -1.27 0.85 2.24
H9 2.27 -3.33 -0.58
H10 1.02 -3.36 -1.81
H11 0.58 -3.04 -0.11

Values from the calculation:
relative energy (zero: lowest compared OMol25 entry of this formula, charge and spin): 495.37 kJ/mol
gap between HOMO and LUMO: 7.04 eV
total charge: -1